No. 1
# C5H11NO

A cluster of 2 separate species, C5H11NO in total in a non-equilibrium geometry (wB97M-V/def2-TZVPD, OMol25).

Last columns: bonded neighbours and bond lengths (Å).
Atoms and positions in Å:
1 C 1.655 -1.659 0.640  C2 1.522, H7 1.079, H8 1.152, H9 1.104
2 C 0.295 -2.047 0.077  C1 1.522, C3 1.414, H10 1.156, H11 1.121
3 C -0.909 -1.352 0.334  C2 1.414, C4 1.356, H12 1.084
4 C -0.884 -0.051 -0.047  C3 1.356, N5 1.372, H13 1.022
5 N -1.846 0.897 0.196  C4 1.372, C6 1.328
6 C -2.635 0.841 1.262  N5 1.328, H14 1.151, H15 1.084
7 H 2.032 -2.639 0.887  C1 1.079
8 H 1.543 -0.842 1.444  C1 1.152
9 H 2.271 -1.112 -0.095  C1 1.104
10 H 0.175 -3.117 0.498  C2 1.156
11 H 0.428 -2.366 -0.989  C2 1.121
12 H -1.860 -1.712 0.708  C3 1.084
13 H -0.137 0.334 -0.629  C4 1.022
14 H -3.402 1.697 1.333  C6 1.151
15 H -2.557 0.071 2.021  C6 1.084
16 H 2.443 4.219 -1.977  O18 0.929
17 H 1.262 4.250 -2.895  O18 0.936
18 O 2.126 4.587 -2.769  H16 0.929, H17 0.936

As for the structure (SMILES): C=N/C=C/CC.O. As for the max |F|: 6.0 eV/A.

***

No. 2
# C5H11NO

An isolated molecule of C5H11NO in a non-equilibrium geometry (wB97M-V/def2-TZVPD, OMol25).

Last columns: bonded neighbours and bond lengths (Å).
Atoms and positions in Å:
1 C -1.841 -1.339 -0.030  N2 1.444, H8 1.043, H9 1.173, H10 1.073
2 N -0.571 -1.346 -0.718  C1 1.444, C3 1.451, H11 1.025
3 C 0.445 -0.551 -0.055  N2 1.451, C4 1.515, O7 1.223
4 C -0.006 0.828 0.383  C3 1.515, C5 1.556, C6 1.496, H12 1.169
5 C 0.832 1.464 1.529  C4 1.556, H13 1.201, H14 1.004, H15 1.119
6 C -0.029 1.613 -0.890  C4 1.496, H16 1.075, H17 1.111, H18 1.145
7 O 1.592 -0.936 -0.232  C3 1.223
8 H -2.382 -0.555 -0.455  C1 1.043
9 H -2.035 -1.234 1.122  C1 1.173
10 H -2.502 -2.066 -0.458  C1 1.073
11 H -0.204 -2.120 -1.281  N2 1.025
12 H -1.161 0.740 0.541  C4 1.169
13 H 2.024 1.540 1.397  C5 1.201
14 H 0.346 2.297 1.806  C5 1.004
15 H 0.831 0.857 2.469  C5 1.119
16 H -0.259 2.663 -0.899  C6 1.075
17 H -0.792 1.191 -1.578  C6 1.111
18 H 0.986 1.511 -1.409  C6 1.145

As for the structure (SMILES): CNC(=O)C(C)C. As for the max |F|: 5.1 eV/A.

***

No. 3
# C5H11NO

An isolated molecule of C5H11NO in a non-equilibrium geometry (wB97M-V/def2-TZVPD, OMol25).

Last columns: bonded neighbours and bond lengths (Å).
Atoms and positions in Å:
1 O -2.152 0.002 1.167  C2 1.231
2 C -1.710 0.324 0.064  O1 1.231, C3 1.548, H8 1.088
3 C -0.455 -0.433 -0.433  C2 1.548, C4 1.721, N7 1.500, H9 1.037
4 C 0.901 -0.248 0.610  C3 1.721, C5 1.521, C6 1.576, H10 1.083
5 C 2.024 -0.867 -0.207  C4 1.521, H11 1.117, H12 1.170, H13 1.066
6 C 1.069 1.283 0.942  C4 1.576, H14 1.137, H15 1.175, H16 1.189
7 N -0.095 -0.128 -1.857  C3 1.500, H17 1.041, H18 1.055
8 H -2.210 1.130 -0.469  C2 1.088
9 H -0.799 -1.401 -0.293  C3 1.037
10 H 0.826 -0.702 1.591  C4 1.083
11 H 1.957 -0.494 -1.258  C5 1.117
12 H 3.133 -0.636 0.087  C5 1.170
13 H 1.960 -1.923 -0.074  C5 1.066
14 H 0.333 1.805 0.249  C6 1.137
15 H 2.106 1.672 0.549  C6 1.175
16 H 0.656 1.680 1.984  C6 1.189
17 H -0.132 -1.038 -2.361  N7 1.041
18 H -0.922 0.433 -2.196  N7 1.055

As for the structure (SMILES): CC(C)[C@H](N)C=O. As for the max |F|: 3.3 eV/A.

***

No. 4
# C5H11NO

An isolated molecule of C5H11NO in a non-equilibrium geometry (wB97M-V/def2-TZVPD, OMol25).

Last columns: bonded neighbours and bond lengths (Å).
Atoms and positions in Å:
1 C 0.594 0.816 -0.495  C5 1.490, N6 1.294
2 C -3.148 0.336 0.029  O7 1.544, H8 1.091, H9 1.109, H10 1.098
3 C 2.871 0.691 0.586  C5 1.603, H11 1.030, H12 1.111, H13 1.034
4 C -0.638 -1.187 -0.004  N6 1.485, H14 1.117, H15 1.149, H16 1.001
5 C 1.908 0.115 -0.558  C1 1.490, C3 1.603, H17 1.082, H18 1.165
6 N -0.563 0.256 -0.346  C1 1.294, C4 1.485, O7 1.503
7 O -1.795 1.074 -0.078  C2 1.544, N6 1.503
8 H -3.619 1.287 0.283  C2 1.091
9 H -3.521 -0.253 -0.833  C2 1.109
10 H -3.275 -0.228 0.963  C2 1.098
11 H 2.599 0.285 1.493  C3 1.030
12 H 2.506 1.738 0.527  C3 1.111
13 H 3.781 0.425 0.173  C3 1.034
14 H 0.263 -1.565 0.537  C4 1.117
15 H -1.535 -1.560 0.610  C4 1.149
16 H -0.774 -1.640 -0.887  C4 1.001
17 H 1.866 -0.963 -0.462  C5 1.082
18 H 2.480 0.373 -1.540  C5 1.165

As for the max |F|: 5.1 eV/A.

***

No. 5
# C5H11NO

An isolated molecule of C5H11NO (wB97M-V/def2-TZVPD, OMol25).

Last columns: bonded neighbours and bond lengths (Å).
Atoms and positions in Å:
1 C 1.151 -0.307 -1.857  C2 1.494, H8 1.095, H9 1.095, H10 1.103
2 C 1.349 -0.605 -0.407  C1 1.494, N4 1.325, H11 1.086
3 C 0.779 0.013 1.796  N4 1.367, H12 1.085, H13 1.085
4 N 0.447 -0.435 0.548  C2 1.325, C3 1.367, C5 1.473
5 C -0.994 -0.600 0.293  N4 1.473, C6 1.528, H14 1.093, H15 1.094
6 C -1.693 0.746 0.108  C5 1.528, O7 1.399, H16 1.102, H17 1.096
7 O -1.705 1.509 1.280  C6 1.399, H18 0.980
8 H 0.122 -0.427 -2.209  C1 1.095
9 H 1.800 -0.940 -2.473  C1 1.095
10 H 1.438 0.737 -2.063  C1 1.103
11 H 2.368 -0.669 -0.037  C2 1.086
12 H 1.814 0.321 1.905  C3 1.085
13 H 0.275 -0.447 2.639  C3 1.085
14 H -1.129 -1.254 -0.572  C5 1.093
15 H -1.411 -1.096 1.175  C5 1.094
16 H -1.220 1.282 -0.731  C6 1.102
17 H -2.736 0.558 -0.170  C6 1.096
18 H -0.797 1.449 1.647  O7 0.980

As for the max |F|: 0.4 eV/A.

***

No. 6
# C5H11NO

An isolated molecule of C5H11NO (wB97M-V/def2-TZVPD, OMol25).

Last columns: bonded neighbours and bond lengths (Å).
Atoms and positions in Å:
1 C -1.767 -0.413 -1.295  C2 1.525, H8 1.096, H9 1.095, H10 1.095
2 C -1.294 0.194 0.022  C1 1.525, C3 1.535, H11 1.097, H12 1.100
3 C 0.229 0.366 0.094  C2 1.535, C4 1.528, N5 1.459, H13 1.095
4 C 0.641 1.500 1.031  C3 1.528, H14 1.096, H15 1.097, H16 1.094
5 N 0.855 -0.895 0.477  C3 1.459, C6 1.359, H17 1.010
6 C 2.018 -1.335 -0.071  N5 1.359, O7 1.216, H18 1.107
7 O 2.600 -0.805 -0.997  C6 1.216
8 H -1.550 0.267 -2.127  C1 1.096
9 H -1.258 -1.361 -1.499  C1 1.095
10 H -2.846 -0.597 -1.286  C1 1.095
11 H -1.770 1.172 0.166  C2 1.097
12 H -1.622 -0.429 0.867  C2 1.100
13 H 0.622 0.580 -0.905  C3 1.095
14 H 0.252 2.455 0.661  C4 1.096
15 H 0.244 1.344 2.042  C4 1.097
16 H 1.731 1.573 1.092  C4 1.094
17 H 0.527 -1.353 1.316  N5 1.010
18 H 2.386 -2.262 0.411  C6 1.107

As for the structure (SMILES): CC[C@@H](C)NC=O. As for the max |F|: 0.4 eV/A.

***

No. 7
# C5H11NO

An isolated molecule of C5H11NO in a non-equilibrium geometry (wB97M-V/def2-TZVPD, OMol25).

Last columns: bonded neighbours and bond lengths (Å).
Atoms and positions in Å:
1 C 0.341 -0.370 1.117  C2 1.443, C3 1.540, H8 1.069, H9 1.156
2 C -0.604 -1.045 0.261  C1 1.443, N6 1.440, H10 1.049, H11 1.015
3 C 1.180 0.520 0.180  C1 1.540, C4 1.502, O7 1.452, H12 1.052
4 C 1.184 1.987 0.502  C3 1.502, H13 1.181, H14 1.164, H15 1.119
5 C -1.517 -0.639 -1.911  N6 1.405, H16 1.073, H17 1.174, H18 1.125
6 N -0.878 -0.094 -0.785  C2 1.440, C5 1.405, O7 1.515
7 O 0.534 0.351 -1.109  C3 1.452, N6 1.515
8 H -0.166 0.177 1.883  C1 1.069
9 H 0.975 -1.114 1.734  C1 1.156
10 H -0.180 -1.898 -0.178  C2 1.049
11 H -1.435 -1.403 0.720  C2 1.015
12 H 2.130 0.081 0.074  C3 1.052
13 H 0.043 2.183 0.731  C4 1.181
14 H 1.621 2.617 -0.374  C4 1.164
15 H 1.617 2.218 1.507  C4 1.119
16 H -1.712 0.030 -2.726  C5 1.073
17 H -0.858 -1.540 -2.276  C5 1.174
18 H -2.555 -1.005 -1.676  C5 1.125

As for the structure (SMILES): C[C@H]1CCN(C)O1. As for the max |F|: 3.8 eV/A.

***

No. 8
# C5H11NO

A cluster of 2 separate species, C5H11NO in total (wB97M-V/def2-TZVPD, OMol25).

Last columns: bonded neighbours and bond lengths (Å).
Atoms and positions in Å:
1 C 1.546 -0.782 -1.413  C2 1.498, H8 1.092, H9 1.096, H10 1.100
2 C 0.718 0.102 -0.531  C1 1.498, C3 1.344, H12 1.090
3 C -0.270 -0.178 0.336  C2 1.344, C4 1.511, N5 1.422
4 C -0.745 -1.526 0.829  C3 1.511, H14 1.096, H15 1.095, H16 1.094
5 N -0.745 0.910 1.119  C3 1.422, C6 1.265
6 C -1.471 1.791 0.575  N5 1.265, O7 1.341, H18 1.088
7 O -2.006 1.732 -0.654  C6 1.341, H13 0.976
8 H 1.133 -1.786 -1.539  C1 1.092
9 H 1.610 -0.307 -2.399  C1 1.096
10 H 2.581 -0.875 -1.053  C1 1.100
11 H 1.743 0.692 1.612  H17 0.751
12 H 0.993 1.155 -0.587  C2 1.090
13 H -1.682 0.893 -1.034  O7 0.976
14 H -1.379 -2.069 0.120  C4 1.096
15 H 0.101 -2.169 1.091  C4 1.095
16 H -1.329 -1.361 1.738  C4 1.094
17 H 1.134 1.023 1.900  H11 0.751
18 H -1.719 2.714 1.095  C6 1.088

As for the structure (SMILES): C/C=C(C)/N=C\O.[H][H]. As for the max |F|: 0.6 eV/A.

***

No. 9
# C5H11NO

A cluster of 2 separate species, C5H11NO in total in a non-equilibrium geometry (wB97M-V/def2-TZVPD, OMol25).

Last columns: bonded neighbours and bond lengths (Å).
Atoms and positions in Å:
1 C -3.708 -0.373 0.139  C2 1.295, H6 1.134, H7 1.188
2 C -4.564 0.576 -0.068  C1 1.295, H8 1.096, H9 0.991
3 C 3.148 1.484 0.078  C4 1.553, H10 1.220, H11 1.202, H12 1.230
4 C 2.755 -0.011 -0.077  C3 1.553, N17 1.456, O18 1.142
5 C 0.846 -1.493 -0.029  H14 1.101, H15 1.083, H16 1.227, N17 1.413
6 H -3.198 -0.650 -0.835  C1 1.134
7 H -3.307 -1.024 1.047  C1 1.188
8 H -4.607 0.884 -1.119  C2 1.096
9 H -4.909 1.154 0.659  C2 0.991
10 H 2.424 1.997 0.916  C3 1.220
11 H 3.408 2.148 -0.890  C3 1.202
12 H 4.284 1.411 0.543  C3 1.230
13 H 0.798 0.653 -0.416  N17 0.996
14 H 1.550 -2.334 -0.128  C5 1.101
15 H 0.471 -1.650 0.975  C5 1.083
16 H -0.207 -1.736 -0.609  C5 1.227
17 N 1.310 -0.167 -0.175  C4 1.456, C5 1.413, H13 0.996
18 O 3.506 -0.869 -0.012  C4 1.142

As for the structure (SMILES): CNC(C)=O.C=C. As for the max |F|: 8.4 eV/A.

***

No. 10
# C5H11NO

An isolated molecule of C5H11NO (wB97M-V/def2-TZVPD, OMol25).

Last columns: bonded neighbours and bond lengths (Å).
Atoms and positions in Å:
1 C 2.060 -1.113 -0.656  C2 1.520, H8 1.094, H9 1.094, H10 1.092
2 C 1.396 0.203 -1.027  C1 1.520, O7 1.442, H11 1.097, H12 1.097
3 C -1.039 -0.108 0.751  C4 1.489, N5 1.337, H13 1.080
4 C -1.532 0.086 2.143  C3 1.489, H14 1.097, H15 1.098, H16 1.101
5 N -1.382 0.718 -0.243  C3 1.337, C6 1.331, H17 1.016
6 C -0.822 0.796 -1.448  N5 1.331, O7 1.359, H18 1.079
7 O 0.163 -0.103 -1.710  C2 1.442, C6 1.359
8 H 1.822 -1.422 0.367  C1 1.094
9 H 1.703 -1.895 -1.333  C1 1.094
10 H 3.145 -1.038 -0.750  C1 1.092
11 H 1.177 0.812 -0.141  C2 1.097
12 H 2.029 0.794 -1.699  C2 1.097
13 H -0.424 -0.944 0.454  C3 1.080
14 H -0.759 -0.237 2.851  C4 1.097
15 H -1.720 1.146 2.359  C4 1.098
16 H -2.448 -0.475 2.382  C4 1.101
17 H -2.121 1.391 -0.059  N5 1.016
18 H -1.247 1.390 -2.242  C6 1.079

As for the max |F|: 0.2 eV/A.

***

No. 11
# C5H11NO

A cluster of 2 separate species, C5H11NO in total (wB97M-V/def2-TZVPD, OMol25).

Last columns: bonded neighbours and bond lengths (Å).
Atoms and positions in Å:
1 C 2.713 -0.156 -0.160  N2 1.280, H9 1.084, H10 1.088
2 N 1.515 -0.597 -0.066  C1 1.280, C3 1.507, H11 1.013
3 C 0.523 0.193 0.749  N2 1.507, O4 1.240, C5 1.371
4 O 1.054 1.079 1.435  C3 1.240
5 C -0.775 -0.120 0.440  C3 1.371, C6 1.507, C7 1.502
6 C -1.287 -1.290 -0.362  C5 1.507, H13 1.099, H14 1.098, H15 1.101
7 C -1.824 0.824 0.956  C5 1.502, H16 1.099, H17 1.099, H18 1.093
8 H 0.870 1.618 -1.983  H12 0.747
9 H 3.428 -0.615 -0.834  C1 1.084
10 H 2.928 0.708 0.465  C1 1.088
11 H 1.203 -1.380 -0.628  N2 1.013
12 H 0.322 1.354 -1.550  H8 0.747
13 H -2.078 -1.807 0.198  C6 1.099
14 H -0.549 -2.066 -0.607  C6 1.098
15 H -1.744 -0.965 -1.310  C6 1.101
16 H -2.515 1.114 0.151  C7 1.099
17 H -2.432 0.380 1.756  C7 1.099
18 H -1.351 1.726 1.351  C7 1.093

As for the max |F|: 0.4 eV/A.

***

No. 12
# C5H11NO

A cluster of 2 separate species, C5H11NO in total in a non-equilibrium geometry (wB97M-V/def2-TZVPD, OMol25).

Last columns: bonded neighbours and bond lengths (Å).
Atoms and positions in Å:
1 C -0.947 -0.122 0.073  C2 1.496, C3 1.494, H4 1.086
2 C -1.169 0.264 -1.355  C1 1.496, H6 1.091, H8 1.089, H9 1.098
3 C -1.344 0.824 1.159  C1 1.494, H7 1.089, H10 1.092, H11 1.097
4 H -1.262 -1.140 0.282  C1 1.086
5 H 0.804 1.078 -0.172  C12 1.155
6 H -0.555 -0.343 -2.023  C2 1.091
7 H -1.130 1.861 0.903  C3 1.089
8 H -0.954 1.316 -1.536  C2 1.089
9 H -2.218 0.071 -1.615  C2 1.098
10 H -0.835 0.583 2.093  C3 1.092
11 H -2.419 0.716 1.351  C3 1.097
12 C 1.710 0.563 0.326  H5 1.155, N14 1.594, O15 1.254, H16 1.116
13 C 1.487 -1.826 -0.164  N14 1.260, H17 1.091, H18 1.089
14 N 0.935 -0.828 0.373  C12 1.594, C13 1.260
15 O 2.824 0.566 -0.249  C12 1.254
16 H 1.626 0.919 1.381  C12 1.116
17 H 2.464 -1.710 -0.636  C13 1.091
18 H 0.982 -2.790 -0.192  C13 1.089

As for the max |F|: 2.4 eV/A.

***

What did we get for ΔE to the lowest compared entry with this formula, charge and spin? Answer: 82.9; 51.6; 64.7; 157.7; 76.9; 5.4; 81.2; 62.3; 88.5; 81.9; 81.0; 119.1 kcal/mol, in the order shown.
What did we get for E? Answer: -8898.1013; -8899.4601; -8898.8921; -8894.8583; -8898.3609; -8901.4613; -8898.1780; -8898.9967; -8897.8594; -8898.1457; -8898.1870; -8896.5322 eV, in the order shown.